Record 1
Formula: C24H31BrN6O4RuSSi
Source: OMol25
Level of theory: wB97M-V/def2-TZVPD

Structure (XYZ):
```
69
Properties=species:S:1:pos:R:3:forces:R:3
Ru 0.190 0.164 0.195 0.2 -0.2 0.3
Br 1.903 3.633 -0.789 0.1 -0.1 -0.1
C 0.439 3.061 -1.859 0.0 0.1 0.0
C 0.048 3.896 -2.893 0.0 0.0 0.0
C -1.038 3.509 -3.659 0.0 0.0 0.0
C -1.690 2.326 -3.353 0.0 -0.1 0.0
C -1.220 1.566 -2.298 0.1 0.0 -0.1
N -0.156 1.920 -1.559 -0.1 0.1 0.0
C -1.936 0.278 -1.922 -0.2 0.1 0.3
O -2.955 -0.026 -2.488 0.1 0.0 -0.2
O -1.396 -0.380 -0.933 -0.2 0.1 -0.3
H 0.579 4.817 -3.082 0.0 0.0 0.0
H -1.374 4.132 -4.477 0.0 0.0 0.0
H -2.553 1.970 -3.896 0.0 0.0 0.0
C -1.788 -6.086 2.300 0.0 0.1 0.0
Si -0.248 -5.051 2.541 0.0 0.0 0.0
C 0.975 -5.429 1.184 0.0 0.0 0.1
C 0.517 -5.387 4.215 0.0 0.1 0.0
C -0.822 -3.236 2.566 0.0 0.0 0.0
C -1.858 -2.920 3.445 -0.1 0.1 0.0
C -2.384 -1.637 3.554 0.0 0.0 0.0
C -1.850 -0.654 2.749 0.0 0.0 0.0
N -0.854 -0.925 1.910 0.0 0.0 0.1
C -0.342 -2.161 1.812 0.0 0.0 0.0
S 0.965 -2.165 0.633 0.0 0.0 0.1
H -1.534 -7.148 2.306 0.0 0.0 0.0
H -2.261 -5.863 1.342 0.0 0.0 0.0
H -2.529 -5.925 3.083 0.0 0.0 0.0
H 1.179 -6.502 1.213 0.0 0.0 0.0
H 1.919 -4.903 1.314 0.0 0.0 0.0
H 0.585 -5.188 0.196 0.0 0.0 0.0
H 0.827 -6.430 4.300 0.0 0.0 0.0
H -0.183 -5.184 5.027 0.0 0.0 0.0
H 1.399 -4.763 4.373 0.0 0.0 0.0
H -2.281 -3.701 4.066 0.0 0.0 0.0
H -3.191 -1.412 4.236 0.0 0.0 0.0
H -2.208 0.369 2.756 0.0 0.0 0.0
N 0.145 1.868 1.676 0.1 0.1 -0.1
C 0.524 2.827 2.207 -0.1 -0.2 0.0
N 0.906 3.891 2.841 0.0 0.1 0.1
C 1.769 3.801 4.032 0.0 0.0 0.0
C 1.287 4.824 5.047 0.0 0.0 0.0
O 1.238 6.111 4.466 0.0 0.0 0.0
C 0.292 6.163 3.419 0.0 0.0 0.0
C 0.703 5.238 2.285 0.0 0.0 0.0
H 2.799 4.016 3.734 0.0 0.0 0.0
H 1.713 2.788 4.428 0.0 0.0 0.0
H 1.980 4.875 5.885 0.0 0.0 0.0
H 0.295 4.543 5.424 0.0 0.0 0.0
H 0.257 7.194 3.068 0.0 0.0 0.0
H -0.701 5.883 3.793 0.0 0.0 0.0
H 1.640 5.579 1.836 0.0 0.0 0.0
H -0.062 5.186 1.512 0.0 0.0 0.0
N 2.309 0.298 -0.542 0.1 0.1 -0.1
C 3.368 0.161 -0.987 -0.2 0.0 0.0
N 4.566 0.039 -1.470 0.2 0.0 0.0
C 5.445 -1.068 -1.056 0.0 0.0 0.0
C 6.869 -0.541 -1.002 0.0 0.0 0.0
O 7.231 0.045 -2.236 0.0 0.0 0.0
C 6.427 1.169 -2.529 0.0 0.0 0.0
C 4.972 0.760 -2.687 0.0 0.0 0.0
H 5.364 -1.875 -1.790 0.0 0.0 0.0
H 5.114 -1.435 -0.085 0.0 0.0 0.0
H 7.566 -1.357 -0.820 0.0 0.0 0.0
H 6.967 0.196 -0.193 0.0 0.0 0.0
H 6.802 1.595 -3.458 0.0 0.0 0.0
H 6.521 1.918 -1.731 0.0 0.0 0.0
H 4.852 0.096 -3.547 0.0 0.0 0.0
H 4.325 1.629 -2.810 0.0 0.0 0.0
```
Positions in Å, forces in eV/Å.

Values from the calculation:
* Kohn-Sham gap (alpha / beta): 8.05 / 6.50 eV
* HOMO level (alpha / beta): -10.495 / -10.483 eV
* net charge: +1
* energy relative to the best compared isomer or geometry (same formula, charge and spin): 0.000 eV
* <S²>: 8.761
* multiplicity: 6



Record 2
Formula: C24H31Cl42F3O3
Source: OMol25
Level of theory: wB97M-V/def2-TZVPD

Structure (XYZ):
```
103
Properties=species:S:1:pos:R:3:forces:R:3
C 4.236 -4.062 -0.434 -3.8 0.9 0.1
C 2.869 -3.477 -0.548 3.2 -0.5 0.7
C 2.478 -1.909 -0.127 0.6 -1.1 -1.0
O 1.313 -2.049 0.808 0.9 2.2 -2.1
C 0.435 -0.868 0.721 -1.3 -0.4 0.4
C -0.782 -1.253 -0.351 1.1 0.8 0.4
O -2.051 -0.659 0.109 0.4 -1.7 -2.0
C -3.111 -1.016 -0.881 -0.7 -0.3 0.9
C -4.407 -1.509 0.014 -0.9 0.3 -0.6
C -5.853 -1.363 -0.815 1.9 0.7 -0.3
O -6.903 -1.396 0.218 -0.9 -1.9 -2.3
C -8.018 -2.284 -0.147 -0.9 0.4 1.1
C -7.672 -3.900 0.012 -0.3 0.0 0.3
F -8.993 -4.567 0.313 4.5 1.6 -0.8
F -6.703 -4.074 1.136 -3.3 -0.1 -3.8
F -7.128 -4.523 -1.217 -1.6 1.6 4.0
H 4.286 -5.223 -0.160 0.2 2.8 -1.4
H 5.238 -3.469 -0.560 -2.9 -1.1 1.0
H 1.963 -4.142 -0.920 1.9 1.5 1.5
H 2.207 -1.303 -1.097 0.2 -1.1 1.9
H 3.388 -1.353 0.399 -1.9 -1.3 -1.1
H -0.034 -0.720 1.802 0.9 -0.3 -2.4
H 1.008 0.119 0.431 -1.1 -2.0 0.5
H -0.501 -0.759 -1.382 -0.6 -1.2 1.7
H -0.870 -2.433 -0.416 0.3 2.5 0.1
H -2.781 -1.936 -1.549 -0.5 2.1 1.3
H -3.309 -0.052 -1.523 0.2 -2.0 1.1
H -4.555 -0.829 0.984 0.5 -1.6 -2.1
H -4.279 -2.646 0.307 -0.2 2.5 -0.4
H -5.968 -2.177 -1.652 0.1 1.3 1.8
H -5.827 -0.316 -1.386 -0.4 -2.1 1.4
H -8.501 -2.037 -1.192 1.4 -0.8 2.2
H -8.878 -2.077 0.655 2.1 -0.6 -1.6
C 3.637 -6.919 -2.973 0.0 0.1 0.0
Cl 4.361 -5.485 -3.721 -0.1 -0.2 0.1
Cl 4.892 -8.079 -2.508 -0.1 0.1 -0.1
Cl 2.662 -6.461 -1.566 -0.2 -0.9 -0.6
H 2.981 -7.396 -3.706 0.2 0.2 0.3
C -3.142 1.812 2.228 0.0 -0.1 -0.1
Cl -1.989 2.737 3.205 -0.1 -0.5 -0.3
Cl -4.584 1.413 3.178 0.2 0.0 -0.1
Cl -3.589 2.715 0.771 0.1 -0.1 0.1
H -2.663 0.878 1.921 -0.1 0.3 0.0
C 6.737 -6.379 -7.226 0.0 0.0 0.0
Cl 7.670 -4.979 -6.672 -0.1 -0.2 -0.1
Cl 7.105 -7.803 -6.238 0.0 0.2 -0.1
Cl 5.001 -6.026 -7.185 0.2 -0.1 -0.1
H 7.020 -6.595 -8.260 -0.1 0.1 0.4
C 0.019 6.116 2.165 -0.1 -0.2 0.0
Cl 1.482 6.481 3.094 -0.2 0.0 0.0
Cl -0.389 7.465 1.091 0.0 -0.1 0.1
Cl 0.229 4.622 1.234 0.0 0.3 0.3
H -0.807 5.971 2.866 0.3 0.1 -0.2
C -9.600 -1.567 -4.279 0.0 0.1 0.1
Cl -9.379 0.130 -3.819 -0.1 -0.3 0.0
Cl -9.479 -1.756 -6.036 -0.2 0.0 0.2
Cl -8.411 -2.593 -3.459 -0.2 0.0 -0.5
H -10.599 -1.880 -3.966 0.3 0.1 -0.1
C 7.603 -2.607 1.425 -0.3 0.3 0.0
Cl 7.311 -3.163 -0.232 1.1 0.2 0.2
Cl 6.338 -1.476 1.933 0.3 -0.1 -0.1
Cl 7.690 -3.984 2.537 0.0 0.2 -0.1
H 8.562 -2.084 1.448 -0.8 -0.2 -0.1
C -1.886 6.143 6.376 -0.1 0.0 0.2
Cl -0.353 5.853 7.216 -0.2 0.0 -0.1
Cl -1.911 7.770 5.673 -0.1 -0.4 0.1
Cl -2.150 4.920 5.122 0.0 0.4 0.4
H -2.697 6.071 7.105 0.3 0.0 -0.3
C 12.052 -2.286 0.861 0.2 0.1 -0.1
Cl 13.205 -1.361 1.838 -0.1 -0.2 -0.1
Cl 10.611 -2.685 1.812 0.9 -0.2 0.0
Cl 11.605 -1.383 -0.596 0.0 -0.2 0.2
H 12.531 -3.219 0.554 -0.2 0.3 0.1
C 1.003 4.124 -2.605 0.0 0.2 0.0
Cl 0.711 3.567 -4.262 0.1 0.1 0.2
Cl -0.262 5.255 -2.096 0.2 -0.1 -0.2
Cl 1.090 2.747 -1.493 0.0 0.1 -0.1
H 1.962 4.646 -2.581 -0.3 -0.2 0.0
C 0.214 -8.251 1.159 0.0 0.0 0.0
Cl 1.747 -8.542 1.999 -0.2 0.0 -0.1
Cl 0.189 -6.625 0.456 -0.2 -0.1 0.3
Cl -0.050 -9.475 -0.095 0.0 0.1 0.2
H -0.597 -8.324 1.887 0.3 0.0 -0.3
C -6.686 -1.803 -8.369 0.0 0.0 0.0
Cl -5.153 -2.094 -7.529 -0.2 0.0 0.0
Cl -6.711 -0.177 -9.072 0.0 -0.2 0.1
Cl -6.950 -3.027 -9.623 0.0 0.1 0.2
H -7.497 -1.876 -7.641 0.4 0.0 -0.3
C 2.693 -1.530 4.439 0.1 -0.2 -0.2
Cl 1.086 -0.797 4.289 0.1 -0.1 0.2
Cl 3.273 -2.085 2.859 0.0 0.0 0.9
Cl 3.837 -0.380 5.152 -0.1 -0.1 0.0
H 2.616 -2.396 5.101 0.0 0.3 -0.2
C -0.570 11.282 4.892 0.0 -0.2 0.0
Cl -0.184 9.828 3.956 0.1 0.4 0.0
Cl 0.356 12.670 4.294 -0.1 -0.1 0.1
Cl -2.308 11.620 4.828 0.2 0.0 0.1
H -0.291 11.106 5.934 -0.1 0.1 -0.4
C 3.204 15.510 3.861 0.0 0.0 0.0
Cl 2.731 17.149 4.342 0.0 -0.2 -0.1
Cl 4.031 15.535 2.294 -0.1 0.0 0.2
Cl 4.238 14.774 5.098 -0.2 0.1 -0.1
H 2.299 14.905 3.764 0.3 0.2 0.0
```
Positions in Å, forces in eV/Å.

Values from the calculation:
* Kohn-Sham gap: 8.77 eV
* HOMO level: -8.554 eV
* multiplicity: 1



Record 3
Formula: C24H31Ge2N3OPtSTe
Source: OMol25
Level of theory: wB97M-V/def2-TZVPD

Structure (XYZ):
```
64
Properties=species:S:1:pos:R:3:forces:R:3
Pt -1.395 1.195 0.141 0.0 -0.1 -0.1
C 1.719 1.507 -3.524 0.0 0.0 0.0
C 0.581 1.795 -2.541 0.0 0.0 0.0
Ge -0.002 0.183 -1.584 0.1 0.1 0.1
C -0.678 -1.164 -2.838 -0.1 -0.1 0.1
C 0.466 -2.036 -3.365 -0.1 0.0 0.0
C 1.424 -0.626 -0.527 0.0 0.0 0.1
C 1.277 -0.895 0.774 0.0 0.1 -0.1
Ge -0.498 -0.569 1.554 -0.2 0.1 0.1
C -1.445 -2.289 1.650 0.2 0.0 0.0
C -0.556 -3.375 2.273 0.0 0.0 0.0
C -0.709 0.350 3.289 0.0 0.0 0.0
C -0.655 -0.495 4.564 0.0 0.0 -0.1
C 2.345 -1.518 1.589 0.0 0.0 0.0
C 2.650 -1.015 2.853 0.0 0.0 0.0
C 3.655 -1.587 3.618 0.0 0.0 0.0
C 4.360 -2.681 3.135 0.0 0.0 0.0
C 4.060 -3.192 1.880 0.0 0.0 0.0
C 3.061 -2.615 1.111 0.0 0.0 0.0
H 2.032 2.425 -4.025 0.0 0.0 0.0
H 1.416 0.803 -4.299 0.0 0.0 0.0
H 2.595 1.093 -3.020 0.0 0.0 0.0
H -0.289 2.203 -3.058 0.0 0.0 0.0
H 0.889 2.539 -1.805 0.0 0.0 0.0
H -1.195 -0.645 -3.646 0.0 0.0 0.0
H -1.423 -1.780 -2.330 0.1 0.0 0.0
H 1.231 -1.455 -3.881 0.0 0.0 0.0
H 0.088 -2.777 -4.071 0.0 0.0 0.0
H 0.957 -2.575 -2.553 0.0 0.0 0.0
H 2.374 -0.868 -1.008 0.0 0.0 0.0
H -1.745 -2.596 0.648 0.0 0.0 0.0
H -2.359 -2.141 2.229 0.0 0.0 0.0
H 0.323 -3.563 1.656 0.0 0.0 0.0
H -1.100 -4.316 2.368 0.0 0.0 0.0
H -0.195 -3.100 3.265 0.0 0.0 0.0
H -1.713 0.780 3.196 0.0 0.1 0.0
H -0.022 1.195 3.328 0.0 0.0 0.0
H -1.306 -1.367 4.497 0.0 0.0 0.0
H -0.992 0.093 5.419 0.0 0.0 0.0
H 0.350 -0.855 4.784 0.0 0.0 0.0
H 2.104 -0.155 3.223 0.0 0.0 0.0
H 3.887 -1.180 4.594 0.0 0.0 0.0
H 5.137 -3.135 3.735 0.0 0.0 0.0
H 4.604 -4.048 1.500 0.0 0.0 0.0
H 2.815 -3.022 0.138 0.0 0.0 0.0
Te -3.446 -0.226 -0.374 0.1 0.2 -0.1
C -4.171 0.553 -2.186 0.0 -0.1 0.1
C -4.222 -0.195 -3.331 0.0 0.0 -0.1
C -4.906 0.454 -4.392 0.0 0.0 0.0
C -5.373 1.680 -4.022 0.0 0.0 0.0
S -4.981 2.048 -2.403 0.0 0.0 0.1
H -3.778 -1.178 -3.408 0.0 0.0 0.0
H -5.037 0.035 -5.379 0.0 0.0 0.0
H -5.905 2.397 -4.628 0.0 0.0 0.0
N 1.711 3.925 1.446 0.0 0.0 0.0
C 0.583 3.490 0.857 -0.1 0.0 -0.1
O 0.288 2.258 0.983 0.1 0.0 0.0
C -0.223 4.397 0.126 0.0 0.0 -0.1
C 0.129 5.759 -0.005 0.0 0.0 0.0
N 0.496 6.851 -0.064 0.0 0.0 0.0
C -1.339 3.834 -0.500 0.0 0.0 0.0
N -2.217 3.245 -0.986 -0.1 -0.1 0.1
H 2.274 3.265 1.950 0.0 0.0 0.0
H 1.992 4.889 1.383 0.0 0.0 0.0
```
Positions in Å, forces in eV/Å.

Values from the calculation:
* Kohn-Sham gap: 7.22 eV
* HOMO level: -7.868 eV
* energy relative to the best compared isomer or geometry (same formula, charge and spin): 0.392 eV
* multiplicity: 1